Computed, not measured: C39H73InN3O3PS4Sb2 as an isolated structure, with ωB97M-V with the def2-TZVPD basis set.

Computed properties:
Max |F| = 1.192 eV/Å
Relative energy (zero: lowest compared OMol25 entry of this formula, charge and spin) = 0.00 kJ/mol
Multiplicity = 1
HOMO level = -1.44 eV
LUMO = 3.901 eV
Total charge = -2

```
126
Properties=species:S:1:pos:R:3:forces:R:3
Sb -3.05459 -0.46192 -0.06136 -0.3 0.2 0.1
Sb 1.36729 1.51652 4.00541 0.2 0.0 -0.2
In 0.67723 0.01612 0.49594 0.0 -0.1 0.2
S -0.38912 1.33489 2.29510 0.1 0.0 -0.2
S 3.14782 0.48860 1.07195 -0.3 -0.1 -0.3
S 0.99287 3.58736 4.90781 0.0 0.1 0.1
S 3.15736 2.11694 2.32571 -0.1 0.2 0.6
P 2.08440 0.24151 -3.31190 0.4 -0.7 -0.6
O 1.80943 -0.03464 -1.88626 -0.3 0.2 0.0
O -0.71529 1.39337 -0.81898 0.5 -0.1 -0.4
O 0.32173 2.67418 -2.36454 -0.3 -0.2 -0.1
N 0.83760 0.44319 -4.40246 -0.2 0.2 0.7
N 3.14994 1.49097 -3.53155 0.1 0.1 0.2
N 2.82812 -1.15292 -3.95970 0.0 0.1 0.1
C 4.08252 -1.52364 -3.31355 -0.1 0.1 -0.1
C -0.64703 5.54269 1.74574 0.1 0.1 0.1
C -1.77129 5.09256 1.07000 0.0 0.0 0.0
C -1.44263 -3.50699 0.61029 0.2 -0.3 0.1
C -5.11456 1.63474 1.16063 0.1 -0.1 0.0
C -1.50465 -5.66653 -1.74421 0.0 -0.1 0.0
C 3.96731 1.93544 -2.40010 -0.1 0.1 -0.1
C -1.84385 -4.17305 -1.87521 0.0 0.1 0.0
C -3.86964 0.44458 -1.88765 0.0 -0.2 0.0
C 0.73326 4.24345 0.23016 0.0 0.0 -0.1
C -1.67395 4.18069 0.02215 -0.1 0.0 0.0
C -4.06284 -0.49240 -3.08519 0.0 0.1 0.1
C -0.57812 -3.01461 2.92744 0.1 0.1 0.0
C 2.04765 -4.60800 0.46737 -0.1 0.1 0.0
C -1.09396 -3.43156 -0.78509 0.2 0.0 0.1
C -0.74957 6.41360 2.97187 0.0 -0.1 -0.1
C 2.76795 -1.57257 -5.34416 0.0 0.0 0.1
C -0.44692 -2.99329 1.39879 -0.3 -0.2 0.0
C 3.74609 1.69354 -4.83650 0.0 0.0 0.1
C -0.26256 2.51737 -1.29217 0.1 0.1 0.4
C 2.10819 -3.07232 0.65234 0.1 -0.3 0.0
C -3.36080 -4.01399 -1.71474 0.1 -0.1 0.0
C -4.84850 -1.60954 0.53834 0.0 -0.2 -0.2
C 2.10610 3.85600 -0.25525 -0.3 -0.1 -0.1
C 3.02550 -2.52317 -0.44676 -0.1 -0.1 0.1
C 0.64267 -2.53986 0.49726 0.1 1.2 -0.1
C 0.54748 1.75124 -4.99122 0.0 -0.1 -0.1
C 0.60041 5.14176 1.28029 0.0 0.0 0.0
C -6.13881 -1.42833 -0.26925 0.1 0.0 0.1
C -1.42318 -3.69954 -3.26414 0.0 0.0 0.0
C -0.07310 -4.35850 3.49154 0.0 0.0 0.0
C -0.36388 -0.29985 -3.96478 0.2 0.1 -0.2
C 0.13262 -1.83524 3.61551 -0.1 -0.2 -0.1
C -0.42229 3.69959 -0.35347 0.1 0.1 0.2
C 0.10731 -2.79136 -0.85758 -0.1 -0.3 0.0
C -2.91522 3.75389 -0.72086 0.1 0.0 0.0
C 2.80925 -2.80620 1.99126 -0.1 -0.1 0.0
C -3.68407 1.11240 1.29866 0.0 0.1 -0.1
C -2.06368 -2.91019 3.32881 0.0 -0.1 0.0
H -6.05304 -1.88865 -1.25669 0.0 0.0 0.0
H -3.12046 1.19423 -2.14708 0.0 0.0 0.0
H -4.80286 0.96108 -1.65200 0.0 0.0 0.0
H 0.66406 -2.58155 -1.76374 0.0 0.0 0.1
H -1.75275 6.82778 3.08977 0.0 0.0 0.0
H 4.95276 -1.10875 -3.84972 -0.1 0.0 0.0
H 4.09804 -1.16083 -2.28581 0.0 0.0 -0.1
H -1.63166 -2.63720 -3.38245 0.0 0.0 0.0
H -2.04787 -6.25643 -2.49494 0.0 0.0 0.1
H 1.39026 -5.06629 1.21176 0.1 0.0 -0.1
H -0.51966 -0.96362 3.62796 0.1 0.0 0.0
H 3.51580 1.62167 -1.45818 0.0 0.0 -0.1
H 1.49657 5.50902 1.77339 -0.1 -0.1 0.0
H -0.35184 -3.85782 -3.42131 -0.1 0.0 0.0
H -5.01250 -1.33382 1.58472 0.0 0.0 0.0
H 3.63314 -1.21655 -5.92731 0.0 0.0 0.0
H -2.53857 -2.07484 2.80968 0.0 0.0 0.0
H -0.03323 7.23788 2.92966 0.0 0.0 0.0
H 2.31297 2.80734 -0.02877 0.0 0.1 -0.1
H -0.87732 0.21529 -3.14569 0.0 0.1 0.0
H 0.63603 1.69856 -6.08241 0.0 0.0 -0.1
H -1.04048 -0.42330 -4.81473 0.0 0.0 0.0
H 2.93868 -1.73993 2.16694 0.0 -0.1 0.1
H -3.02070 2.67293 -0.69660 0.0 0.0 -0.1
H -1.96970 -4.25007 -4.03719 0.0 0.0 0.0
H -5.85359 0.85237 1.36041 0.1 0.1 0.0
H 1.85757 -1.20093 -5.80793 0.0 0.0 0.0
H -2.75803 5.42831 1.38074 0.0 0.0 0.0
H 2.76840 -2.66772 -5.39914 0.0 0.0 0.0
H 4.97893 1.51180 -2.46072 0.0 0.0 0.0
H -5.31061 2.03461 0.16155 0.0 0.0 0.1
H -2.95403 1.91564 1.21434 0.0 0.0 0.1
H -0.51087 5.81677 3.85751 0.0 0.0 0.0
H -3.89241 -4.47986 -2.55366 0.0 0.0 0.1
H -4.55864 -2.66533 0.53561 -0.1 0.1 0.1
H -0.06786 -1.28500 -3.60585 0.0 0.0 -0.1
H -2.13517 -2.73543 4.40759 0.0 0.0 -0.1
H -4.37753 0.07213 -3.97088 0.0 0.0 0.0
H -0.43087 -5.82592 -1.88116 -0.1 0.0 0.0
H 0.99583 -4.50317 3.33033 -0.1 0.0 0.0
H -3.62972 -2.96023 -1.66980 -0.1 0.0 -0.1
H 1.65487 -4.85867 -0.52224 0.0 0.0 0.0
H 1.04406 -1.53841 3.10504 0.0 0.0 0.1
H 3.05018 -5.04153 0.56804 -0.1 0.0 0.0
H 2.28495 -3.25188 2.83508 0.1 0.1 -0.1
H -3.13181 -1.00536 -3.33768 0.0 0.0 0.0
H 4.03806 -2.91689 -0.30630 0.0 0.0 0.0
H -4.82260 -1.25277 -2.89871 0.0 0.0 0.0
H 2.87565 4.45521 0.22985 0.0 0.0 0.0
H -3.53033 0.67534 2.28784 0.0 0.0 0.0
H -0.26126 -4.40390 4.57100 0.0 0.0 -0.1
H 3.80893 -3.25466 1.95236 0.0 0.0 0.0
H 4.77423 1.31069 -4.86800 0.0 -0.1 0.0
H -2.62102 -3.82522 3.10180 0.0 0.1 0.0
H 3.78123 2.76084 -5.07650 0.0 0.0 0.0
H -2.86018 4.05416 -1.77233 0.0 0.0 0.0
H -0.46393 2.06328 -4.73365 0.0 0.0 0.1
H 4.19712 -2.61277 -3.29005 0.0 0.1 0.0
H -6.38812 -0.37354 -0.41380 0.0 -0.1 0.0
H -5.28854 2.44526 1.87696 0.0 0.0 0.0
H -0.60305 -5.18786 3.01152 0.0 0.0 0.0
H -1.77389 -6.03375 -0.74936 0.0 0.0 -0.1
H -2.35977 -3.95518 0.98195 0.1 0.2 0.0
H 3.16833 1.18676 -5.61153 0.0 0.1 0.0
H -3.70554 -4.48728 -0.79002 0.0 0.1 -0.1
H 2.68862 -2.81262 -1.44425 0.0 0.0 0.1
H 1.21707 2.51504 -4.60619 0.0 0.0 0.0
H 4.05128 3.02589 -2.39627 0.0 0.0 0.0
H 3.07668 -1.43556 -0.40955 0.0 -0.1 -0.1
H 2.16404 3.97158 -1.33610 0.0 0.1 -0.1
H -6.99070 -1.90227 0.23368 0.0 0.0 0.0
H 0.38874 -2.08630 4.65029 0.0 0.0 0.0
H -3.80668 4.20419 -0.28100 0.0 0.0 0.0
```
Positions in Å, forces in eV/Å.